Density functional theory data (wB97M-V/def2-TZVPD) for 2 unconnected molecules or ions with the total composition C10H11O in a non-equilibrium geometry.

Positions of all 22 atoms, in Å:
C 1.61 1.82 0.73
C 2.78 1.44 0.07
C 0.63 0.82 1.02
C 3.01 0.21 -0.51
C 0.86 -0.44 0.48
C 2.02 -0.72 -0.33
C 0.14 -1.64 0.53
C 1.92 -2.15 -0.68
C -3.58 -0.35 0.13
C -3.21 0.81 0.62
O 0.74 -2.64 -0.12
H 1.33 2.76 1.02
H 3.59 2.11 -0.04
H -0.17 1.16 1.66
H 3.85 -0.05 -1.20
H 1.83 -2.28 -1.72
H 2.84 -2.71 -0.31
H -3.93 -1.05 0.81
H -3.26 -0.68 -0.88
H -0.84 -1.71 0.92
H -2.76 1.54 0.02
H -3.55 1.13 1.60

## Properties
Orbital gap (hartree): 0.2770
Largest force on an atom (hartree/bohr): 0.087
Highest occupied orbital energy (eV): -13.31
Charge: +1